## P
Molecular formula: C3H5N3O
Method: DFT, ωB97M-V/def2-TZVPD

Geometry (Å):
N (-1.716, -1.702, 0.252)
C (-0.695, -0.700, 0.091)
C (-0.580, 0.467, -0.555)
N (0.646, 1.180, -0.427)
C (1.626, 0.696, 0.329)
O (2.661, 1.566, 0.272)
N (-0.305, -1.687, 0.857)
H (-1.878, -2.395, -0.471)
H (-2.477, -1.556, 0.907)
H (-1.369, 0.896, -1.157)
H (0.745, 2.059, -0.930)
H (3.342, 1.176, 0.832)

HOMO-LUMO gap: 7.79 eV
E_LUMO: 0.610 eV
HOMO level: -7.2 eV
2S+1: 1

***

## Q
Molecular formula: C3H5N3O
Method: DFT, ωB97M-V/def2-TZVPD

Geometry (Å):
N (1.867, 0.648, 0.072)
C (0.602, 0.352, -0.293)
C (-0.259, -0.715, 0.318)
N (-0.994, -1.096, -0.840)
C (-1.356, 0.219, -1.273)
O (-1.355, 0.067, 1.072)
N (-0.144, 0.969, -1.158)
H (2.276, 0.215, 0.885)
H (2.238, 1.549, -0.195)
H (0.190, -1.532, 0.916)
H (-1.758, -1.726, -0.601)
H (-1.307, 1.048, 1.096)

HOMO-LUMO gap: 8.67 eV
E_LUMO: 0.318 eV
HOMO level: -8.4 eV
2S+1: 1

***

Among the structures shown above, Q is the most stable, with the second-best lying 32.6 kcal/mol higher.